C8H18BFO2 | the ωB97M-V functional and the def2-TZVPD basis

The SMILES is CCCOB(CCO)[C@H](F)CC. Its total charge is 0. The highest occupied orbital energy is -0.362 Eh.

Each line ends with the Löwdin charge.
Element x y z (Å)
C 3.9098 -0.1801 0.7252  -0.0912
C 2.4500 0.0518 0.3050  -0.2186
C 1.9193 -1.1158 -0.5143  -0.1930
O 0.7136 -0.8136 -1.2104  0.0657
B -0.3731 -0.2064 -0.6597  -0.4131
C -0.9072 -0.6176 0.7713  -0.0578
C -1.7872 -1.8777 0.6669  -0.2582
O -1.8059 -2.6529 1.8573  -0.0649
C -1.1143 0.8152 -1.6360  -0.2272
F -0.1722 1.8047 -2.0211  -0.0381
C -2.3541 1.5157 -1.1108  -0.1997
C -2.0488 2.5420 -0.0072  -0.0927
H 4.2703 -1.1571 0.3948  0.0703
H 4.0344 -0.1380 1.8055  0.0688
H 4.5722 0.5639 0.2856  0.0712
H 1.8355 0.1924 1.1939  0.0994
H 2.3573 0.9524 -0.3053  0.1214
H 2.6504 -1.3655 -1.2844  0.1272
H 1.7870 -2.0103 0.1062  0.1302
H -1.4731 0.1760 1.2614  0.1000
H -0.0705 -0.8643 1.4324  0.0974
H -1.4786 -2.5016 -0.1808  0.1205
H -2.8277 -1.5949 0.5067  0.1188
H -0.9095 -2.9692 2.0274  0.0843
H -1.3690 0.2646 -2.5530  0.1444
H -3.0490 0.7496 -0.7537  0.1088
H -2.8557 2.0131 -1.9431  0.1092
H -2.7250 2.4368 0.8417  0.0714
H -1.0346 2.4265 0.3784  0.0730
H -2.1442 3.5600 -0.3795  0.0724

Atoms 1-6, force components in eV/Å:
0.034 -0.007 -0.062
0.059 -0.063 -0.016
-0.054 -0.359 0.008
0.199 0.722 -0.058
0.004 -0.206 0.178
0.026 0.005 0.089

=====

C8H18BrCl2N2O2 | the ωB97M-V functional and the def2-TZVPD basis

Its total charge is -1. The highest occupied orbital energy is -0.106 Eh.

Each line ends with the Löwdin charge.
Element x y z (Å)
Br 23.9568 -29.2631 10.3822  0.7615
C 22.5994 -27.3434 8.9570  -0.5265
O 22.3240 -27.1128 7.8003  -0.0328
N 22.3025 -26.5944 9.9835  -0.1467
C 22.4478 -27.0324 11.3902  -0.1402
C 21.5817 -25.3139 9.6676  -0.0340
H 22.9990 -28.2947 9.3411  -0.1576
H 21.4663 -27.1619 11.8462  0.0377
H 23.0047 -26.3409 12.0224  0.0828
H 22.9043 -28.0198 11.4594  -0.0764
H 22.0238 -24.5418 10.2974  0.0676
H 21.5618 -25.0746 8.6044  0.0715
H 20.5622 -25.3312 10.0528  0.0712
C 25.1484 -31.0722 13.1008  -0.3624
O 24.9324 -29.8658 13.1729  -0.0390
N 25.4439 -31.7401 11.9996  -0.1844
C 25.8742 -33.1243 12.0185  -0.0840
C 25.5708 -31.2053 10.6759  -0.2448
H 25.1979 -31.7205 13.9894  0.1306
H 25.4380 -33.6986 12.8358  0.0737
H 26.9375 -33.3382 12.1274  0.0848
H 25.3772 -33.6490 11.2025  0.0877
H 25.4168 -30.1320 10.7874  -0.1574
H 26.5354 -31.4365 10.2240  0.0893
H 24.7678 -31.6895 10.1203  0.0643
Cl 19.8314 -29.2159 11.6070  0.5829
C 21.0980 -29.8212 10.5886  -0.7175
C 22.0940 -30.6995 11.3738  -0.8447
Cl 21.2960 -32.1803 11.8377  0.5191
H 21.7095 -28.9984 10.2183  -0.0346
H 20.6764 -30.3579 9.7387  0.0801
H 22.5585 -30.2681 12.2605  0.0412
H 22.9678 -30.9647 10.7786  -0.0630

Atoms 1-6, force components in eV/Å:
2.397 1.773 -1.088
-0.700 -1.894 -0.358
-0.209 0.969 -2.037
-1.292 3.297 1.327
-1.189 0.815 0.198
0.364 -0.549 1.671

=====

C8H18BrN | the ωB97M-V functional and the def2-TZVPD basis

The energy above the lowest of the compared OMol25 structures with the same formula, charge and spin comes out at 119.3 kJ/mol. Its total charge is 0. The highest occupied orbital energy is -0.260 Eh.

Each line ends with the Löwdin charge.
Element x y z (Å)
C 20.9811 -25.9942 8.1184  -0.1068
C 22.4575 -26.4532 8.1962  -0.2193
C 23.0934 -26.9207 6.8374  -0.2341
N 22.3428 -27.9682 5.9765  -0.2051
C 21.2442 -27.4946 4.9608  0.0437
C 23.3508 -28.7010 5.0484  -0.1115
C 22.8548 -30.1065 4.8359  -0.1730
C 21.8460 -30.4109 5.9100  -0.1466
C 21.8843 -29.1634 6.8107  -0.1018
H 20.5161 -25.6338 9.0361  0.0681
H 20.3383 -26.8507 7.9153  0.0439
H 20.8818 -25.2031 7.3751  0.0720
H 22.6094 -27.2768 8.8938  0.0920
H 23.0765 -25.7080 8.6959  0.1074
H 24.1286 -27.1853 7.0530  -0.2507
H 23.1270 -26.0825 6.1414  0.1225
H 20.4144 -27.0383 5.5005  0.0853
H 20.7547 -28.3674 4.5287  0.0936
H 21.6914 -26.8530 4.2016  0.1032
H 23.4862 -28.1153 4.1392  0.1322
H 24.2345 -28.6939 5.6865  0.0777
H 22.3063 -30.1775 3.8966  0.1117
H 23.7736 -30.6922 4.8078  0.1279
H 20.8207 -30.5870 5.5847  0.1133
H 22.2907 -31.2740 6.4053  0.1205
H 20.9788 -28.8725 7.3431  0.1181
H 22.5560 -29.3106 7.6564  0.1358
Br 25.8240 -27.4903 7.7674  -0.2201

Atoms 1-6, force components in eV/Å:
0.340 -0.453 0.196
-0.567 -0.923 -0.421
-2.585 2.119 -0.551
-0.193 -1.586 -1.047
-0.060 -0.402 1.949
0.251 1.278 1.303

=====

C8H18ClIN2OPRu | the ωB97M-V functional and the def2-TZVPD basis

The energy above the lowest of the compared OMol25 structures with the same formula, charge and spin comes out at 0.0 kJ/mol. Its total charge is +2. As for the spin multiplicity: 6. The highest occupied orbital energy (alpha / beta) is -0.556 / -0.593 Eh. The expectation value of S² is 8.81.

Each line ends with the Löwdin spin population.
Element x y z (Å)
C -2.4710 -0.9937 -0.3287  0.1627
I -1.3151 -2.7922 -2.1237  0.8136
H -2.7527 0.0412 0.1218  0.0239
H -2.9875 -1.7015 0.2963  0.0139
H -2.7323 -0.9974 -1.3724  0.0283
Ru 1.0845 1.3637 0.0837  2.6519
P -0.1805 1.7369 -1.7375  0.0193
C -0.8417 0.6815 -3.0518  0.0224
C -1.2901 3.2375 -1.8929  -0.0055
H 1.8855 3.0172 -1.8168  0.0073
H 1.1140 2.8695 -3.4335  0.0094
H 2.0046 1.4705 -2.7181  0.0061
C 1.3659 2.3311 -2.4999  0.0429
H -1.0860 3.9139 -1.1081  0.0025
H -1.1632 3.7124 -2.8611  -0.0012
H -0.9536 1.2451 -4.0069  0.0020
H -1.8504 0.3067 -2.7641  0.0014
H -2.3419 2.8999 -1.8194  0.0004
H -0.2072 -0.2205 -3.1695  0.0010
C -0.9913 -1.1457 -0.1736  0.3328
O -0.1884 -1.8772 0.4207  0.2807
Cl 1.0067 3.5126 0.6189  0.3338
C 2.5497 -1.8309 3.5733  0.0069
N 1.1869 -1.8577 3.0141  0.0451
C 0.2619 -2.9395 3.4105  0.0073
C 0.9004 -0.9294 2.1368  0.0974
N 1.1499 0.0523 1.5075  0.0875
H 2.6253 -2.5961 4.3348  0.0006
H 2.7639 -0.8478 4.0100  0.0010
H 3.3055 -2.0385 2.7890  0.0012
H -0.6897 -2.5152 3.7530  0.0009
H 0.0909 -3.6310 2.5760  0.0022
H 0.7470 -3.4776 4.2314  0.0003

Atoms 1-6, force components in eV/Å:
0.011 2.734 2.049
0.131 -1.542 -1.894
0.454 -1.427 -0.873
-0.237 -0.680 -0.027
-0.563 0.199 -0.163
-0.254 0.541 0.832

=====

no.,calculated total energy (Eh)
1,-590.8319
2,-4069.8955
3,-2944.3120
4,-1693.6728